{
  "formula": "C3H3BrI2",
  "method": "ωB97M-V with the def2-TZVPD basis set",
  "symbols": ["C", "C", "C", "Br", "I", "I", "H", "H", "H"],
  "xyz": [[-0.1837, -0.4797, 0.4120], [-2.4738, 1.4339, -0.7360], [1.2457, -0.0654, -0.0900], [-2.0968, 0.0411, -1.9001], [0.0783, -1.8369, 2.0304], [-1.3258, 1.2253, 1.0470], [1.1253, 0.1950, -1.0972], [1.9158, 0.5654, 0.4744], [1.7151, -1.0786, -0.1407]],
  "lumo_ev": [-0.58, -2.29],
  "gap_ev": [6.6, 5.8],
  "multiplicity": 3,
  "charge": 0,
  "s_squared": 2.01,
  "homo_ev": [-7.159, -8.113]
}

***

{
  "formula": "C21H16MnN7O4SSe",
  "method": "ωB97M-V with the def2-TZVPD basis set",
  "symbols": ["Mn", "C", "N", "C", "C", "N", "C", "S", "C", "C", "C", "C", "C", "N", "H", "H", "H", "H", "H", "H", "H", "H", "H", "O", "C", "O", "C", "C", "C", "C", "C", "C", "N", "O", "O", "H", "H", "H", "H", "Se", "N", "C", "C", "C", "C", "N", "C", "N", "H", "H", "H"],
  "xyz": [[9.5610, 11.5525, 6.1618], [14.2618, 12.7904, 5.8311], [13.0509, 13.6071, 5.6029], [12.9937, 14.6614, 4.7236], [11.7512, 15.1285, 4.6649], [10.9613, 14.4109, 5.5492], [11.7645, 13.4662, 6.1762], [11.4715, 12.3789, 7.4650], [9.5851, 14.5848, 5.7105], [8.9581, 15.8660, 5.7287], [7.5466, 15.9413, 5.7542], [6.8100, 14.7948, 5.6233], [7.4439, 13.5679, 5.6527], [8.7873, 13.4551, 5.7573], [15.0455, 13.1149, 5.1154], [14.0926, 11.7334, 5.6354], [14.7408, 12.8588, 6.8291], [13.8129, 14.8790, 4.0613], [11.3152, 15.9075, 4.0558], [9.6230, 16.7523, 5.7920], [7.0379, 16.9054, 5.9676], [5.7706, 14.8339, 5.5388], [6.9147, 12.6144, 5.7541], [5.9709, 10.9487, 6.6767], [6.9614, 10.3734, 7.0892], [8.1620, 10.8449, 7.2658], [6.8102, 8.8355, 7.2730], [5.5937, 8.2286, 6.8928], [5.4867, 6.8723, 6.8862], [6.5239, 6.0827, 7.3189], [7.7850, 6.6779, 7.5250], [7.9084, 8.0446, 7.6440], [9.0055, 5.9238, 7.3379], [8.8765, 4.6704, 6.9899], [10.1261, 6.4310, 7.3371], [4.6831, 8.8381, 6.6371], [4.5432, 6.4428, 6.5016], [6.4566, 5.0091, 7.5559], [8.8653, 8.5162, 7.9356], [12.2757, 9.9850, 4.4620], [11.9768, 8.1967, 4.5355], [10.6605, 8.0652, 4.3879], [10.1229, 6.7488, 4.2011], [8.7997, 6.6979, 3.9309], [7.9821, 7.8578, 3.8370], [8.4169, 9.1122, 3.9882], [9.6804, 9.2478, 4.4325], [10.3864, 10.3693, 4.7230], [10.8186, 5.8954, 4.2306], [8.2208, 5.7506, 3.9861], [6.8872, 7.7159, 3.7808]],
  "lumo_ev": [-4.88, -4.93],
  "relative_energy_ev": 1.333,
  "gap_ev": [6.6, 6.9],
  "multiplicity": 6,
  "charge": 1,
  "s_squared": 8.77,
  "homo_ev": [-11.487, -11.797]
}

***

{
  "formula": "C17H24CdN3O5PS",
  "method": "ωB97M-V with the def2-TZVPD basis set",
  "symbols": ["Cd", "S", "C", "C", "C", "C", "C", "N", "H", "H", "H", "H", "O", "N", "N", "O", "C", "C", "C", "C", "C", "C", "H", "H", "H", "H", "H", "C", "C", "O", "P", "O", "C", "C", "O", "C", "C", "H", "H", "H", "H", "H", "H", "H", "H", "H", "H", "H", "H", "H", "H", "H"],
  "xyz": [[-0.2650, -0.0987, -0.1271], [-2.4565, 0.6303, 0.9565], [-2.8179, 1.1265, -0.6797], [-3.9966, 1.7898, -1.0497], [-4.1748, 2.1638, -2.3625], [-3.1929, 1.8804, -3.3106], [-2.0637, 1.2185, -2.8795], [-1.8842, 0.8490, -1.6093], [-4.7445, 1.9994, -0.2985], [-5.0812, 2.6793, -2.6554], [-3.3031, 2.1596, -4.3481], [-1.2638, 0.9554, -3.5612], [0.8979, -1.3420, -1.5981], [1.2107, -2.5275, -1.2601], [1.0201, -2.8073, -0.0290], [0.5158, -1.9791, 0.8482], [1.3415, -4.1373, 0.4139], [2.2357, -4.9175, -0.3034], [2.5143, -6.1958, 0.1532], [1.9161, -6.6782, 1.3101], [1.0334, -5.8755, 2.0165], [0.7396, -4.5933, 1.5740], [2.6972, -4.5271, -1.1976], [3.2115, -6.8152, -0.3957], [2.1421, -7.6761, 1.6619], [0.5670, -6.2443, 2.9206], [0.0640, -3.9424, 2.1072], [3.6790, 2.9874, 3.3281], [2.9870, 2.0743, 2.3492], [2.1349, 2.8902, 1.5067], [1.3074, 2.1386, 0.3539], [2.2692, 1.9875, -0.9083], [2.9030, 3.1059, -1.5722], [4.2811, 2.6768, -2.0072], [0.3766, 3.3372, -0.1715], [-0.6164, 3.8962, 0.7232], [-0.1896, 5.2715, 1.1711], [4.3375, 2.4090, 3.9770], [2.9520, 3.5067, 3.9517], [4.2795, 3.7306, 2.8043], [2.3700, 1.3309, 2.8581], [3.7069, 1.5459, 1.7205], [2.9369, 3.9588, -0.8921], [2.2724, 3.3730, -2.4198], [4.9263, 2.4976, -1.1467], [4.7416, 3.4497, -2.6241], [4.2256, 1.7591, -2.5920], [-0.7746, 3.2200, 1.5674], [-1.5478, 3.9142, 0.1579], [0.7428, 5.2252, 1.7328], [-0.9577, 5.7090, 1.8111], [-0.0469, 5.9257, 0.3108]],
  "lumo_ev": 0.71,
  "gap_ev": 8.4,
  "charge": 0,
  "homo_ev": -7.715
}

***

{
  "formula": "CH5ClNP",
  "method": "ωB97M-V with the def2-TZVPD basis set",
  "symbols": ["H", "P", "N", "C", "H", "H", "H", "Cl", "H"],
  "xyz": [[0.5965, -2.5624, 0.0956], [1.5023, -1.4743, -0.0505], [0.3927, -0.3746, 0.0458], [0.6717, 1.0281, -0.0021], [0.2467, 1.4338, -0.9253], [0.1500, 1.5022, 0.8347], [1.7336, 1.2943, 0.0419], [-3.2887, -0.3797, -0.0025], [-2.0048, -0.4674, -0.0376]],
  "lumo_ev": -0.50,
  "relative_energy_ev": 2.165,
  "gap_ev": 9.0,
  "charge": 0,
  "homo_ev": -9.474
}

***

{
  "formula": "C25H45Br8NO3",
  "method": "ωB97M-V with the def2-TZVPD basis set",
  "symbols": ["C", "C", "C", "N", "C", "C", "H", "H", "H", "H", "H", "C", "C", "C", "O", "C", "H", "H", "H", "H", "H", "H", "H", "H", "C", "C", "C", "O", "C", "H", "H", "H", "H", "H", "H", "H", "H", "C", "C", "C", "O", "C", "H", "H", "H", "H", "H", "H", "H", "H", "Br", "C", "C", "Br", "H", "H", "H", "H", "Br", "C", "C", "Br", "H", "H", "H", "H", "Br", "C", "C", "Br", "H", "H", "H", "H", "Br", "C", "C", "Br", "H", "H", "H", "H"],
  "xyz": [[-1.1102, 3.0656, 1.5414], [-0.1225, 3.4975, 0.6647], [0.8249, 4.3628, 1.1851], [0.7526, 4.8595, 2.4211], [-0.2649, 4.5085, 3.2088], [-1.2672, 3.6340, 2.7931], [-1.8579, 2.3685, 1.1808], [-0.1164, 3.0905, -0.3373], [1.6117, 4.8162, 0.5912], [-0.2409, 4.9919, 4.1773], [-2.0234, 3.2669, 3.4735], [-3.6349, 4.7457, -1.6583], [-3.4215, 5.8121, -0.5935], [-4.6292, 5.5447, 0.3141], [-4.7185, 4.1229, 0.3420], [-4.1080, 3.5647, -0.8286], [-2.7172, 4.5809, -2.2277], [-4.3590, 5.1105, -2.3892], [-3.4725, 6.8526, -0.9233], [-2.4952, 5.6584, -0.0362], [-5.5095, 5.9824, -0.1691], [-4.4759, 5.8912, 1.3330], [-4.8839, 2.9910, -1.3480], [-3.3574, 2.8547, -0.4816], [-1.8410, -2.6058, -3.2356], [-0.3412, -2.7940, -3.2065], [-0.0162, -3.1170, -4.6602], [-1.1205, -3.9192, -5.0751], [-2.3101, -3.3877, -4.4890], [-2.1289, -1.5638, -3.1360], [-2.2409, -3.1609, -2.3821], [-0.0130, -3.6718, -2.6455], [0.1953, -1.9333, -2.8027], [0.8804, -3.7175, -4.8006], [0.0367, -2.2106, -5.2776], [-2.9703, -4.2083, -4.2209], [-2.8151, -2.7216, -5.1947], [4.2828, 2.7638, -0.6061], [4.7528, 2.1023, -1.8856], [4.9370, 0.6495, -1.4501], [3.9427, 0.4086, -0.4630], [3.4007, 1.6492, -0.0040], [3.7329, 3.6939, -0.7257], [5.1124, 2.9277, 0.0848], [5.7023, 2.4489, -2.3034], [4.0263, 2.1859, -2.6964], [5.9109, 0.5087, -0.9623], [4.8462, -0.0012, -2.3222], [3.4461, 1.6792, 1.0845], [2.3763, 1.7458, -0.3765], [4.9853, -5.4811, 0.4025], [4.0131, -3.8545, 1.0573], [4.2269, -2.6930, 0.1619], [3.2388, -2.8256, -1.5376], [4.3554, -3.6825, 2.0740], [2.9799, -4.1815, 1.0936], [5.2561, -2.4111, -0.0514], [3.8659, -1.7776, 0.6384], [-2.1545, -3.8768, 0.8767], [-1.1581, -5.5289, 0.4223], [0.2595, -5.1067, 0.1240], [1.5239, -6.6354, 0.1169], [-1.6420, -5.9707, -0.4426], [-1.2156, -6.2101, 1.2647], [0.6056, -4.3407, 0.8143], [0.3624, -4.6756, -0.8681], [-1.9678, 0.1710, 3.9765], [-2.3295, -1.6467, 4.6550], [-1.1739, -2.0203, 5.5719], [-1.3734, -3.8908, 6.1313], [-2.3583, -2.3400, 3.8212], [-3.2574, -1.6674, 5.2188], [-1.0121, -1.3698, 6.4249], [-0.2548, -1.9768, 4.9875], [1.1157, -1.6895, 2.1472], [0.3439, -1.1344, 0.3814], [-0.8828, -0.3139, 0.6649], [-1.5902, 0.4895, -0.9795], [0.0862, -2.1213, 0.0060], [1.1629, -0.7166, -0.1935], [-0.5719, 0.4581, 1.3687], [-1.6269, -0.9033, 1.1904]],
  "lumo_ev": 0.15,
  "relative_energy_ev": 0.000,
  "gap_ev": 9.7,
  "charge": 0,
  "homo_ev": -9.524
}

***

{
  "formula": "C22H36EuO2P2",
  "method": "ωB97M-V with the def2-TZVPD basis set",
  "symbols": ["P", "P", "C", "C", "H", "H", "H", "H", "C", "H", "H", "H", "C", "H", "H", "H", "C", "H", "H", "H", "C", "H", "H", "H", "Eu", "C", "C", "C", "C", "C", "C", "C", "C", "C", "H", "H", "H", "H", "H", "H", "H", "H", "H", "H", "H", "H", "H", "H", "H", "O", "C", "O", "C", "C", "C", "C", "C", "C", "H", "H", "H", "H", "H"],
  "xyz": [[0.4114, -1.2362, -2.1569], [0.8461, 1.9224, -1.1467], [0.8755, 0.1140, -3.3264], [1.7983, 1.1535, -2.6668], [-0.0868, 0.5390, -3.6696], [1.3332, -0.4064, -4.1800], [2.7860, 0.6910, -2.4414], [1.9338, 1.9920, -3.3568], [-0.1649, 3.0351, -2.1682], [-0.5624, 3.8127, -1.5047], [-0.9848, 2.5067, -2.6595], [0.5403, 3.4633, -2.8931], [1.6265, 3.3222, -0.1777], [0.8854, 4.1234, -0.2535], [2.5701, 3.6973, -0.6009], [1.7469, 3.2195, 0.9187], [-0.4123, -2.2431, -3.5277], [-0.6893, -3.2552, -3.2043], [0.2695, -2.3280, -4.3897], [-1.3274, -1.7407, -3.8713], [1.9330, -2.2392, -1.9899], [2.7711, -1.5797, -1.7047], [2.1519, -2.7699, -2.9229], [1.7751, -2.9803, -1.1901], [2.7617, 0.6999, 0.2981], [-2.3106, 0.6655, -1.1507], [-2.6386, 0.2105, -2.3654], [-3.6101, -0.8805, -2.6698], [-3.7917, -1.8600, -1.4916], [-2.5986, -2.7248, -1.2258], [-1.5425, -2.4185, -0.4801], [-1.4130, -1.2347, 0.4576], [-2.2424, 0.0324, 0.2098], [2.3932, -1.4919, 1.1765], [-1.8560, 1.6651, -1.1219], [-2.2384, 0.7586, -3.2317], [-3.3429, -1.4417, -3.5899], [-4.6008, -0.4281, -2.8357], [-4.0790, -1.3062, -0.5855], [-4.6057, -2.5391, -1.7907], [-2.5549, -3.7025, -1.7212], [-0.7083, -3.1451, -0.4502], [-0.3387, -0.9843, 0.5567], [-1.7301, -1.5756, 1.4571], [-3.2184, -0.1461, 0.6616], [-1.7459, 0.7975, 0.8316], [3.1828, -1.8440, 1.8608], [2.2838, -2.1694, 0.3372], [1.4303, -1.2960, 1.6860], [0.7967, 1.2183, 1.9258], [1.7175, 1.3924, 2.7904], [2.9362, 1.6180, 2.4102], [1.4118, 1.2413, 4.2342], [2.4350, 0.8423, 5.1052], [2.1114, 0.3826, 6.3827], [0.7926, 0.5132, 6.8351], [-0.2034, 0.9987, 5.9795], [0.0995, 1.3902, 4.6789], [3.4534, 0.8805, 4.7216], [2.8916, -0.0008, 7.0453], [0.5356, 0.1675, 7.8337], [-1.2231, 1.1359, 6.3155], [-0.6660, 1.7655, 4.0030]],
  "lumo_ev": [-0.21, -0.22],
  "relative_energy_ev": 0.000,
  "gap_ev": [6.4, 6.5],
  "multiplicity": 8,
  "charge": 0,
  "s_squared": 15.76,
  "homo_ev": [-6.585, -6.684]
}